The ion C5H8N with charge +1 in a non-equilibrium geometry. Source: OMol25; level of theory: the ωB97M-V functional and the def2-TZVPD basis.

Each atom is followed by the atoms it is bonded to, with distances in Å.
Geometry (Å):
1 N 2.248 0.369 0.183  C4 1.169, C5 1.381
2 C -0.182 -1.087 -0.615  C6 1.454, H12 1.073, H13 1.070, H14 1.077
3 C -1.404 0.808 0.317  C6 1.480, H7 1.131, H8 1.111, H11 1.065
4 C 3.323 0.057 -0.154  N1 1.169, H9 1.077
5 C 0.987 0.881 0.420  N1 1.381, C6 1.325, H10 1.096
6 C -0.082 0.243 -0.034  C2 1.454, C3 1.480, C5 1.325
7 H -1.781 -0.008 1.005  C3 1.131
8 H -1.337 1.721 0.947  C3 1.111
9 H 4.345 -0.092 -0.459  C4 1.077
10 H 0.957 1.792 1.028  C5 1.096
11 H -2.014 0.941 -0.546  C3 1.065
12 H 0.636 -1.502 -0.058  C2 1.073
13 H -1.131 -1.581 -0.614  C2 1.070
14 H 0.129 -1.145 -1.644  C2 1.077

Output
Charge   +1
HOMO-LUMO gap   0.354 hartree
HOMO   -14.6 eV
Max |F|   4.10 eV/A
SMILES   C#[N+]C=C(C)C

***

The ion C5H8N with charge +1 in a non-equilibrium geometry. Source: OMol25; level of theory: the ωB97M-V functional and the def2-TZVPD basis.

Each atom is followed by the atoms it is bonded to, with distances in Å.
Geometry (Å):
1 N -2.022 -0.469 -0.417  C4 1.214, C5 1.709
2 C -0.472 0.918 0.663  C4 1.485, C6 1.513, H8 1.076, H11 1.150
3 C 1.815 -0.249 0.029  C6 1.407, H9 1.088, H10 1.137, H13 1.080
4 C -1.839 0.393 0.419  N1 1.214, C2 1.485, H7 1.025
5 C -0.449 -0.847 -0.969  N1 1.709, C6 1.483, H12 1.115, H14 1.021
6 C 0.427 -0.045 -0.080  C2 1.513, C3 1.407, C5 1.483
7 H -2.687 0.763 0.860  C4 1.025
8 H -0.363 0.898 1.733  C2 1.076
9 H 2.036 -1.315 0.010  C3 1.088
10 H 2.404 0.262 0.856  C3 1.137
11 H -0.084 1.991 0.520  C2 1.150
12 H -0.366 -1.950 -0.831  C5 1.115
13 H 2.228 0.069 -0.916  C3 1.080
14 H -0.628 -0.418 -1.878  C5 1.021

Output
Charge   +1
HOMO-LUMO gap   0.301 hartree
HOMO   -14.9 eV
Max |F|   5.62 eV/A

***

A cluster of 2 separate species, C5H8N in total in a non-equilibrium geometry. Source: OMol25; level of theory: the ωB97M-V functional and the def2-TZVPD basis.

Each atom is followed by the atoms it is bonded to, with distances in Å.
Geometry (Å):
1 N 2.002 -0.460 -0.266  C5 1.193
2 C -0.303 0.342 -2.022  C4 1.286, H7 1.297, H8 1.138
3 C -1.879 1.729 -0.336  C4 1.431, H10 1.105, H11 1.183, H13 1.086
4 C -0.902 1.051 -1.131  C2 1.286, C3 1.431
5 C 1.393 -1.077 0.552  N1 1.193, C6 1.422
6 C 1.564 -1.754 1.791  C5 1.422, H9 1.069, H12 1.044, H14 1.115
7 H -0.947 -0.782 -2.073  C2 1.297
8 H 0.609 0.780 -2.541  C2 1.138
9 H 2.569 -2.024 2.041  C6 1.069
10 H -1.309 2.658 -0.152  C3 1.105
11 H -2.143 1.040 0.589  C3 1.183
12 H 1.311 -1.030 2.499  C6 1.044
13 H -2.757 2.073 -0.874  C3 1.086
14 H 0.791 -2.547 1.923  C6 1.115

Output
Charge   +1
HOMO-LUMO gap   0.307 hartree
HOMO   -14.9 eV
Max |F|   6.71 eV/A

***

The ion C5H8N with charge +1 in a non-equilibrium geometry. Source: OMol25; level of theory: the ωB97M-V functional and the def2-TZVPD basis.

Each atom is followed by the atoms it is bonded to, with distances in Å.
Geometry (Å):
1 N 1.404 1.014 -0.797  C3 1.391, C4 1.314
2 C -1.816 0.150 0.509  C5 1.456, H7 1.106, H10 1.097, H12 1.059
3 C 1.759 -0.281 -0.433  N1 1.391, C6 1.566, H9 1.040, H14 1.174
4 C 0.224 1.344 -0.323  N1 1.314, C5 1.434, H8 1.149
5 C -0.438 0.124 0.040  C2 1.456, C4 1.434, C6 1.411
6 C 0.441 -0.979 0.045  C3 1.566, C5 1.411, H11 1.093, H13 1.128
7 H -2.515 0.309 -0.334  C2 1.106
8 H -0.403 2.305 -0.379  C4 1.149
9 H 2.422 -0.637 -1.151  C3 1.040
10 H -2.027 1.061 1.083  C2 1.097
11 H 0.303 -1.524 0.983  C6 1.093
12 H -2.203 -0.766 0.872  C2 1.059
13 H 0.449 -1.856 -0.665  C6 1.128
14 H 2.399 -0.264 0.550  C3 1.174

Output
Charge   +1
HOMO-LUMO gap   0.335 hartree
HOMO   -15.8 eV
Max |F|   3.94 eV/A

***

The ion C5H8N with charge +1 in a non-equilibrium geometry. Source: OMol25; level of theory: the ωB97M-V functional and the def2-TZVPD basis.

Each atom is followed by the atoms it is bonded to, with distances in Å.
Geometry (Å):
1 N -2.128 0.184 0.195  C2 1.272, C5 1.252
2 C -2.773 -0.894 -0.003  N1 1.272, H8 1.015, H11 1.074
3 C 0.243 0.582 -0.235  C5 1.623, C6 1.520, H9 1.076, H13 1.112
4 C 2.506 -0.421 0.139  C6 1.472, H7 1.108, H12 1.060, H14 1.044
5 C -1.263 1.085 0.102  N1 1.252, C3 1.623, H10 1.073
6 C 1.053 -0.589 0.299  C3 1.520, C4 1.472
7 H 3.191 -0.598 0.992  C4 1.108
8 H -3.022 -1.187 -0.942  C2 1.015
9 H 0.824 1.454 0.006  C3 1.076
10 H -1.409 2.085 0.462  C5 1.073
11 H -3.154 -1.445 0.836  C2 1.074
12 H 2.771 0.533 -0.238  C4 1.060
13 H 0.253 0.506 -1.344  C3 1.112
14 H 2.909 -1.294 -0.270  C4 1.044

Output
Charge   +1
HOMO-LUMO gap (alpha / beta)   0.255 / 0.255 hartree
HOMO (alpha / beta)   -12.4 / -12.4 eV
Max |F|   4.18 eV/A

***

A cluster of 2 separate species, C5H8N in total in a non-equilibrium geometry. Source: OMol25; level of theory: the ωB97M-V functional and the def2-TZVPD basis.

Each atom is followed by the atoms it is bonded to, with distances in Å.
Geometry (Å):
1 N 0.047 -0.475 0.579  C3 1.477, C5 1.432, C6 1.422, H14 0.993
2 C -0.381 1.623 2.010  C6 1.261
3 C -0.987 -1.529 0.593  N1 1.477, H8 1.188, H9 1.045, H11 1.055
4 C 1.265 1.034 -1.058  C5 1.431, H7 1.106, H10 1.053, H12 1.154
5 C 0.079 0.550 -0.421  N1 1.432, C4 1.431, C6 1.560
6 C -0.363 0.801 1.054  N1 1.422, C2 1.261, C5 1.560
7 H 2.197 0.767 -0.527  C4 1.106
8 H -2.037 -1.131 0.982  C3 1.188
9 H -1.055 -1.852 -0.399  C3 1.045
10 H 1.235 0.669 -2.045  C4 1.053
11 H -0.771 -2.267 1.316  C3 1.055
12 H 0.978 2.123 -1.313  C4 1.154
13 H -1.149 0.534 -1.567  no bonds
14 H 0.941 -0.848 0.796  N1 0.993

Output
Charge   +1
HOMO-LUMO gap   0.344 hartree
HOMO   -15.5 eV
Max |F|   6.07 eV/A

***

Taking the records one at a time from the top gives energy above the lowest of the compared OMol25 structures with the same formula, charge and spin values of 63.5, 87.3, 127.5, 71.4, 148.9, 216.8 kcal per mole.
Taking the records one at a time from the top gives E_tot values of -6795.334, -6794.303, -6792.559, -6794.992, -6791.630, -6788.688 eV.